11
Properties=species:S:1:pos:R:3:mulliken_charge:R:1 method="wB97M-V/def2-TZVPD" charge=0 e_above_lowest_kj_mol=327.5 orbital_gap_ha="0.329 / 0.329" multiplicity=1 homo_energy_ev="-10.18 / -10.18"
C 0.099 -1.398 1.175 0.070
C 0.569 -0.399 0.165 0.068
O -0.374 1.617 -1.841 -0.798
O -0.776 1.819 1.282 -0.402
O -0.846 -1.114 1.850 -0.429
O 0.719 -0.791 -1.176 -0.493
S -0.980 0.841 0.259 0.698
H 0.717 -2.350 1.445 0.314
H 1.462 0.101 0.717 0.251
H -1.194 1.665 -2.169 0.277
H 0.603 0.007 -1.706 0.444

=====

13
Properties=species:S:1:pos:R:3:mulliken_charge:R:1 method="wB97M-V/def2-TZVPD" charge=+1 e_above_lowest_kj_mol=90.2 orbital_gap_ha="0.285 / 0.283" multiplicity=1 homo_energy_ev="-13.74 / -13.74"
C -1.331 1.453 -0.085 -0.578
N 2.398 0.940 -0.146 0.315
N -0.492 -1.532 -0.742 -0.523
O 3.192 0.774 0.619 -0.004
O 0.780 -1.246 1.495 -0.416
O -0.641 0.545 0.794 -0.243
P 0.408 -0.467 0.205 0.678
H -2.294 1.203 0.113 0.237
H -0.951 1.218 -1.144 0.344
H -1.009 2.424 0.323 0.231
H 0.055 -2.054 -1.327 0.305
H -0.950 -1.079 -1.507 0.293
H 0.837 -2.177 1.400 0.362

=====

98
Properties=species:S:1:pos:R:3:mulliken_charge:R:1 method="wB97M-V/def2-TZVPD" charge=-2 e_above_lowest_kj_mol=40.6 orbital_gap_ha=0.173 multiplicity=1 homo_energy_ev=-1.89
Cd -0.388 -1.238 0.314 4.572
C -3.273 -4.462 -3.612 -1.064
O -2.241 -3.994 -2.789 -0.231
C -1.987 -4.712 -1.647 0.763
C -2.611 -5.891 -1.320 -0.591
C -2.286 -6.562 -0.126 -0.946
C -1.371 -6.001 0.726 -0.810
C -0.748 -4.773 0.439 1.236
C 0.199 -4.244 1.412 -0.858
N 0.581 -3.027 1.434 0.620
N 1.511 -2.643 2.371 -0.967
C 2.083 -1.514 2.006 -0.595
O 1.929 -0.890 0.902 -0.586
C 2.973 -0.883 3.034 0.518
C 3.826 0.147 2.651 0.033
C 4.594 0.818 3.593 -0.623
C 4.505 0.471 4.934 -0.323
C 3.651 -0.554 5.324 -0.609
C 2.892 -1.230 4.380 -0.341
C -1.004 -4.098 -0.790 -0.006
O -0.413 -3.030 -1.167 -1.308
H -3.315 -3.787 -4.467 0.229
H -3.084 -5.480 -3.975 0.367
H -4.237 -4.443 -3.093 0.374
H -3.368 -6.311 -1.969 0.349
H -2.783 -7.492 0.124 0.313
H -1.131 -6.488 1.666 0.308
H 0.617 -4.935 2.152 0.265
H 3.849 0.432 1.606 0.315
H 5.241 1.630 3.282 0.375
H 5.075 1.016 5.677 0.353
H 3.552 -0.805 6.373 0.335
H 2.201 -2.011 4.667 0.424
O 0.801 2.436 5.980 -0.745
S 0.048 2.582 4.760 1.096
O -0.982 3.614 4.790 -0.693
N -0.547 1.205 4.203 -0.541
C -0.144 0.953 2.949 -0.265
O -0.544 0.006 2.266 -1.247
C 0.837 1.977 2.429 1.196
C 1.384 2.078 1.164 0.513
C 2.246 3.133 0.899 -0.888
C 2.545 4.077 1.882 -0.636
C 1.958 3.999 3.140 -0.794
C 1.104 2.940 3.376 -0.136
H 1.110 1.359 0.409 -0.114
H 2.687 3.230 -0.087 0.547
H 3.225 4.890 1.654 0.393
H 2.149 4.743 3.903 0.426
Br -4.968 -4.232 1.146 -0.166
C -4.485 -2.744 2.228 0.026
C -4.683 -2.865 3.595 -0.659
C -4.300 -1.830 4.436 -0.509
C -3.708 -0.689 3.912 -0.564
C -3.507 -0.592 2.544 0.284
C -3.896 -1.609 1.674 0.388
C -3.665 -1.399 0.181 -0.160
O -4.592 -1.648 -0.587 -0.737
O -2.518 -0.944 -0.132 -1.075
H -5.115 -3.774 3.992 0.375
H -4.436 -1.931 5.507 0.359
H -3.351 0.097 4.564 0.376
H -2.996 0.264 2.125 0.363
C 0.059 -0.496 -4.097 -1.542
C -0.383 -0.713 -2.797 -0.102
N 0.361 -0.383 -1.743 0.980
C 1.574 0.117 -1.938 -0.432
C 2.084 0.411 -3.201 -0.034
C 1.296 0.081 -4.303 0.143
C 3.451 0.940 -3.253 -0.807
C 4.064 1.801 -4.076 -0.791
C 3.531 2.619 -5.169 1.102
C 4.418 3.284 -6.020 -0.700
C 3.886 4.074 -7.016 -0.142
N 2.574 4.233 -7.187 -0.639
C 1.814 3.571 -6.318 -0.119
N 2.213 2.781 -5.332 -0.344
H -0.563 -0.798 -4.929 0.464
H -1.329 -1.192 -2.573 0.385
H 2.173 0.261 -1.043 -0.009
H 1.662 0.254 -5.305 0.528
H 4.078 0.547 -2.456 0.463
H 5.122 1.964 -3.895 0.231
H 5.488 3.179 -5.898 0.361
H 4.531 4.606 -7.709 0.373
H 0.741 3.691 -6.427 0.425
Se -2.729 4.155 2.306 0.310
N -3.344 4.914 0.818 -0.949
C -2.880 4.190 -0.181 0.701
C -3.113 4.452 -1.563 -0.647
C -2.550 3.610 -2.457 -0.828
C -1.749 2.507 -2.003 0.052
N -1.506 2.211 -0.767 0.307
C -2.068 3.041 0.174 0.107
N -1.890 2.855 1.466 -0.142
H -3.724 5.298 -1.850 0.434
H -2.687 3.743 -3.523 0.427
H -1.302 1.854 -2.749 0.132

=====

18
Properties=species:S:1:pos:R:3:mulliken_charge:R:1 method="wB97M-V/def2-TZVPD" charge=0 e_above_lowest_kj_mol=166.7 orbital_gap_ha=0.326 multiplicity=1 homo_energy_ev=-8.34
H 2.355 0.668 0.965 0.241
N 1.567 0.603 1.610 -0.733
C 0.557 -0.148 1.282 0.614
C -0.229 -0.761 2.420 -1.197
C 0.020 -0.118 -0.100 0.864
C -1.312 -0.730 -0.436 -1.351
C 0.726 0.668 -0.967 -0.183
C 0.279 1.009 -2.357 -1.301
H 0.449 -1.011 3.243 0.346
H -0.966 -0.047 2.797 0.284
H -0.731 -1.680 2.111 0.392
H -1.173 -1.698 -0.928 0.278
H -1.904 -0.090 -1.099 0.355
H -1.947 -0.876 0.440 0.377
H 1.774 0.905 -0.823 0.065
H 0.980 1.719 -2.808 0.367
H 0.269 0.119 -2.994 0.290
H -0.713 1.469 -2.356 0.292

=====

Q: Look up the charge of the second one.
A: +1